No. 1
ORCA calculation (ωB97M-V/def2-TZVPD) on a cluster of 2 separate species, CH7N2S in total at a distorted geometry.

The energy relative to the best compared isomer or geometry (same formula, charge and spin) is 94.98 kJ/mol. The charge is -1. As for the HOMO energy: -2.83 eV.

CARTESIAN COORDINATES (ANGSTROEM)
H1 1.9659 0.9285 0.6917
H2 -0.7413 1.5580 0.4974
N1 -0.2650 0.9356 1.2350
H3 -1.0289 0.2288 1.4864
S1 -1.6703 -1.8932 -1.3081
H4 1.1474 -0.4963 1.3605
C1 1.0668 0.3611 0.5871
H5 1.1388 0.4997 -1.4857
H6 -2.8169 -1.2148 -1.3042
N2 0.9643 -0.1561 -0.7064
H7 0.2393 -0.7513 -1.0537

=====

No. 2
ORCA calculation (ωB97M-V/def2-TZVPD) on the ion CH7N2S with charge +1 at a distorted geometry.

The energy relative to the best compared isomer or geometry (same formula, charge and spin) is 177.21 kJ/mol. The charge is +1. As for the HOMO energy: -14.13 eV. The SMILES is NCS[NH3+].

CARTESIAN COORDINATES (ANGSTROEM)
H1 -0.0345 2.2207 0.5027
H2 1.6442 -1.6446 -1.0232
N1 1.2285 -1.1750 -0.1115
H3 0.0578 -0.9565 -0.0731
N2 -0.8138 0.2126 0.1562
H4 -0.9598 0.2648 1.1607
H5 -1.5056 -0.2108 -0.3861
C1 -0.0206 1.3167 -0.2353
H6 1.4226 -1.8121 0.6860
H7 -0.0656 1.7213 -1.2432
S1 1.9134 0.4303 0.0748

=====

No. 3
ORCA calculation (ωB97M-V/def2-TZVPD) on a cluster of 2 separate species, CH7N3 in total at a distorted geometry.

The energy relative to the best compared isomer or geometry (same formula, charge and spin) is 288.39 kJ/mol. As for the HOMO energy: -9.08 eV. The SMILES is [H]/N=N\N.C.

CARTESIAN COORDINATES (ANGSTROEM)
N1 2.0889 -0.2048 -0.4009
H1 1.1456 -2.4125 -0.4499
H2 2.4033 -0.5535 -1.3209
H3 0.3852 -2.4419 1.0147
N2 0.6777 -1.9179 0.2300
H4 -1.8507 1.2195 1.1165
H5 -0.5461 1.9597 0.0660
C1 -1.6018 1.7113 0.0866
N3 1.2873 -0.6677 0.3806
H6 -1.7305 0.8639 -0.6895
H7 -2.2589 2.4440 -0.0331

=====

No. 4
ORCA calculation (ωB97M-V/def2-TZVPD) on a cluster of 2 separate species, CH7N3 in total at a distorted geometry.

The energy relative to the best compared isomer or geometry (same formula, charge and spin) is 508.94 kJ/mol. As for the HOMO energy (spin up / spin down): -6.93 / -7.16 eV.

CARTESIAN COORDINATES (ANGSTROEM)
N1 0.1917 -1.0554 -0.3674
H1 -0.3136 -2.2260 0.9727
H2 0.3353 -0.2604 -2.1243
C1 0.8600 0.7811 0.5767
H3 0.4129 1.0747 1.5253
H4 -1.7663 -1.5786 0.1812
H5 0.4140 1.1628 -0.3024
N2 -0.7712 -1.3559 0.5468
H6 -1.3481 -0.1526 -1.5916
N3 -0.3658 -0.6541 -1.5104
H7 1.9615 0.9321 0.5594

=====

No. 5
ORCA calculation (ωB97M-V/def2-TZVPD) on a structure of composition CH7N3 at a distorted geometry.

Its multiplicity is 3. As for the HOMO energy (spin up / spin down): -5.93 / -9.73 eV.

CARTESIAN COORDINATES (ANGSTROEM)
H1 -0.0016 0.4090 1.6235
H2 -0.9948 -1.4787 -1.2507
N1 1.3244 -0.6085 -0.2659
N2 0.2946 0.2997 -0.3381
H3 1.6118 -1.1263 0.5026
H4 1.3181 -1.0572 -1.1642
H5 -1.8346 -0.1690 -1.1939
C1 -0.0463 1.0638 0.7833
N3 -1.2748 -0.7646 -0.5861
H6 0.6197 1.9447 1.0212
H7 -1.0166 1.4872 0.8682

=====

No. 6
ORCA calculation (ωB97M-V/def2-TZVPD) on a cluster of 2 separate species, CH7N3O in total at a distorted geometry.

The energy relative to the best compared isomer or geometry (same formula, charge and spin) is 285.17 kJ/mol. As for the HOMO energy: -8.96 eV. The SMILES is [H]/N=C\O.NN.

CARTESIAN COORDINATES (ANGSTROEM)
N1 1.0318 0.9441 -0.9685
C1 1.6839 -0.1543 -0.9896
H1 -2.2270 0.7200 -0.5991
H2 -1.4441 -1.0274 1.5881
O1 2.0032 -0.7895 0.1366
N2 -1.8386 -0.1518 -0.2226
H3 2.0163 -0.6766 -1.8964
H4 -1.0809 0.5858 1.5558
N3 -1.7277 -0.1212 1.2051
H5 0.8362 1.2637 -0.0206
H6 1.6900 -0.3219 0.9229
H7 -0.9431 -0.2708 -0.7116

=====

No. 7
ORCA calculation (ωB97M-V/def2-TZVPD) on the ion CH7N3P with charge +1 at a distorted geometry.

The energy relative to the best compared isomer or geometry (same formula, charge and spin) is 182.36 kJ/mol. The charge is +1. Its multiplicity is 3. As for the HOMO energy (spin up / spin down): -8.73 / -15.08 eV.

CARTESIAN COORDINATES (ANGSTROEM)
N1 -1.7177 -0.5510 0.0319
N2 -0.5497 1.5677 -0.1059
N3 0.4533 -0.5587 -0.0897
H1 2.5409 -1.0289 0.6651
P1 2.0501 0.0735 0.0469
H2 0.3818 1.8976 0.0848
H3 2.5789 -0.5463 -1.1516
H4 0.3627 -1.5082 -0.4059
C1 -0.6188 0.2249 0.0099
H5 -2.6032 -0.2092 0.3054
H6 -1.5278 -1.4846 0.4093
H7 -1.3507 2.1233 0.1997

=====

No. 8
ORCA calculation (ωB97M-V/def2-TZVPD) on a cluster of 2 separate species, CH7N4 in total at a distorted geometry.

The energy relative to the best compared isomer or geometry (same formula, charge and spin) is 279.26 kJ/mol. The charge is +1. As for the HOMO energy (spin up / spin down): -12.71 / -12.71 eV.

CARTESIAN COORDINATES (ANGSTROEM)
H1 0.5144 -1.1056 -2.8361
N1 0.7660 -0.7534 0.8610
H2 -1.1032 -0.6392 -2.2373
H3 1.6583 0.5071 -1.5792
N2 -0.7869 0.5216 1.8580
H4 0.0053 1.1683 -0.8293
H5 -0.9844 0.7398 0.9675
H6 -1.3964 0.5261 2.6501
N3 0.2462 -0.3941 1.8665
H7 0.5549 -0.5643 2.8928
C1 0.5315 0.4277 -1.4501
N4 -0.0056 -0.4340 -2.1638

=====

No. 9
ORCA calculation (ωB97M-V/def2-TZVPD) on the ion CH7N4 with charge +1 at a distorted geometry.

The energy relative to the best compared isomer or geometry (same formula, charge and spin) is 155.26 kJ/mol. The charge is +1. As for the HOMO energy: -15.11 eV. The SMILES is [H]/N=C/N(N)[NH3+].

CARTESIAN COORDINATES (ANGSTROEM)
N1 -1.5020 1.0033 1.0741
N2 0.7962 -0.3491 1.2891
H1 0.0555 -0.4815 1.9586
N3 0.3828 0.2925 0.1055
C1 -0.8166 1.0025 0.0316
H2 1.3077 0.4168 1.7484
H3 -0.1531 -1.4724 -1.1023
H4 0.5626 -0.0428 -1.9348
H5 -2.2575 1.6531 0.8834
H6 1.4258 -1.1591 -1.1044
H7 -1.0506 1.4731 -0.8472
N4 0.5497 -0.6281 -1.0187

=====

No. 10
ORCA calculation (ωB97M-V/def2-TZVPD) on a structure of composition CH7N4O at a distorted geometry.

The energy relative to the best compared isomer or geometry (same formula, charge and spin) is 129.58 kJ/mol. The charge is +1. As for the HOMO energy: -13.05 eV.

CARTESIAN COORDINATES (ANGSTROEM)
H1 -0.1175 -2.2341 -1.0270
N1 0.6865 1.3698 -0.0376
H2 0.6266 2.1802 -0.7382
H3 -1.0981 -0.0866 0.9813
N2 -1.1571 0.0140 -0.0181
C1 1.2763 -1.1794 -0.1615
H4 -0.0336 1.6774 0.7221
H5 -1.6225 -0.6696 -0.6182
H6 1.2406 -3.1677 -0.5032
N3 0.0320 0.2788 -0.6508
O1 2.2294 -0.6789 0.3308
N4 0.7503 -2.2789 -0.5735
H7 1.6749 1.1292 0.3684

=====

No. 11
ORCA calculation (ωB97M-V/def2-TZVPD) on the ion CH7N4O with charge +1 at a distorted geometry.

The energy relative to the best compared isomer or geometry (same formula, charge and spin) is 233.65 kJ/mol. The charge is +1. As for the HOMO energy: -13.71 eV. The SMILES is [H]/N=N/[C@H]([NH3+])ON.

CARTESIAN COORDINATES (ANGSTROEM)
O1 -1.1492 0.0458 0.6013
N1 -1.0451 1.3790 -0.0812
H1 -0.4054 -0.1473 -1.7504
H2 0.0223 -1.6047 0.6635
H3 -2.0268 1.5328 -0.3856
C1 -0.0311 -0.6001 0.3265
N2 1.2337 0.0164 0.5264
H4 2.5490 0.6770 1.7662
N3 -0.0341 -0.9661 -1.2097
H5 -0.7447 -1.7388 -1.4084
H6 0.9089 -1.1747 -1.3414
H7 -0.8719 2.1543 0.6641
N4 1.5945 0.4265 1.6287

=====

No. 12
ORCA calculation (ωB97M-V/def2-TZVPD) on the ion CH7N4OS with charge +1 at a distorted geometry.

The charge is +1. Its multiplicity is 3. As for the HOMO energy (spin up / spin down): -10.56 / -13.90 eV.

CARTESIAN COORDINATES (ANGSTROEM)
H1 -4.2627 -0.6908 0.7555
N1 -1.0873 0.2019 -0.0435
S1 -3.5521 0.1986 0.0114
H2 3.0665 -1.1832 -0.3183
N2 1.6289 1.1438 0.0543
H3 1.6903 -2.0716 -0.3217
C1 1.2457 -0.1642 0.0144
O1 -2.1255 -0.7332 -0.0630
H4 -0.9567 0.7837 -1.0363
H5 2.4300 1.4478 -0.4253
H6 1.0369 1.7634 0.4929
N3 0.0029 -0.5326 0.1372
N4 2.1453 -1.1871 0.0098
H7 -1.2623 1.0235 0.7324